# 1
Density functional theory data (ωB97M-V/def2-TZVPD) for 8 unconnected molecules or ions with the total composition C16H32O32S8 in a non-equilibrium geometry.

Each line ends with the Löwdin charge.
Element x y z (Å)
O  -3.4037  5.5428  -0.1350  -0.19
S  -2.0299  5.2929  0.0534  0.61
O  -1.4244  4.1026  -0.4143  -0.22
O  -1.1158  6.5092  -0.4606  -0.19
C  -0.8482  7.4365  0.5727  -0.16
C  -0.7561  6.5558  1.8427  -0.16
O  -1.6988  5.5333  1.5989  -0.19
H  0.0768  7.9642  0.3604  0.14
H  -1.6222  8.1859  0.7660  0.13
H  -0.9688  7.1960  2.6922  0.14
H  0.2820  6.2193  1.8441  0.11
O  -3.3746  -2.5348  -0.6165  -0.21
S  -2.8262  -3.6629  -1.2620  0.58
O  -1.4229  -3.7414  -1.4421  -0.21
O  -3.3538  -4.9758  -0.5138  -0.21
C  -3.9833  -5.9207  -1.3957  -0.13
C  -4.4367  -5.0735  -2.5774  -0.15
O  -3.5467  -3.9644  -2.6547  -0.18
H  -3.2379  -6.6793  -1.6410  0.14
H  -4.7867  -6.4073  -0.8496  0.14
H  -5.4131  -4.6319  -2.3719  0.14
H  -4.4645  -5.6919  -3.4692  0.14
O  0.9712  -3.5375  0.1094  -0.22
S  1.5850  -3.7894  1.3612  0.61
O  0.9646  -4.6459  2.3007  -0.21
O  3.0839  -4.3452  1.1938  -0.17
C  4.0129  -3.2909  1.3322  -0.18
C  3.4323  -2.4941  2.4676  -0.16
O  2.0458  -2.4168  2.0736  -0.22
H  5.0574  -3.5846  1.3523  0.14
H  3.9890  -2.5922  0.4805  0.12
H  3.7765  -1.4973  2.7283  0.14
H  3.4606  -3.0152  3.4342  0.13
O  -1.6000  -1.2040  4.3280  -0.20
S  -1.9915  -1.9063  3.1753  0.59
O  -1.5100  -1.5632  1.8826  -0.21
O  -1.7176  -3.4561  3.4021  -0.18
C  -2.6462  -4.2006  2.6203  -0.15
C  -3.9239  -3.3206  2.5404  -0.14
O  -3.5800  -2.0509  3.0978  -0.17
H  -2.2172  -4.4430  1.6466  0.11
H  -2.8346  -5.1625  3.0933  0.14
H  -4.7399  -3.7739  3.0940  0.13
H  -4.1736  -3.2171  1.4856  0.10
O  3.5188  -5.7789  -2.9515  -0.22
S  3.6688  -4.7654  -3.9310  0.58
O  4.7397  -4.8802  -4.8414  -0.21
O  2.3107  -4.5392  -4.7495  -0.19
C  1.4047  -3.7851  -3.9344  -0.15
C  2.3127  -2.7832  -3.2299  -0.15
O  3.6449  -3.3160  -3.2874  -0.18
H  0.6122  -3.4353  -4.5895  0.13
H  0.9033  -4.4311  -3.2068  0.12
H  2.0635  -2.5384  -2.2023  0.10
H  2.3417  -1.8051  -3.7160  0.13
O  1.7577  4.4510  2.6474  -0.24
S  1.1389  3.9840  3.8408  0.58
O  1.5248  4.5596  5.0743  -0.21
O  -0.4486  4.0253  3.6661  -0.23
C  -1.0251  2.6527  3.6524  -0.07
C  0.1416  1.8185  3.2078  -0.14
O  1.2531  2.4029  3.9196  -0.18
H  -1.4171  2.5003  4.6516  0.14
H  -1.7715  2.8580  2.8874  0.13
H  0.4195  1.7773  2.1560  0.11
H  0.0429  0.7793  3.5214  0.13
O  2.6181  -0.2661  0.3266  -0.19
S  1.7092  0.4496  -0.4824  0.60
O  2.2062  1.6661  -1.0281  -0.22
O  1.0934  -0.4718  -1.6341  -0.18
C  -0.2201  -0.0213  -1.9177  -0.15
C  -0.7462  0.7450  -0.7033  -0.10
O  0.3343  0.7242  0.2711  -0.21
H  -0.3268  0.6032  -2.8107  0.14
H  -0.8618  -0.8596  -2.1328  0.12
H  -1.5184  0.1828  -0.1855  0.12
H  -1.0793  1.7661  -0.8729  0.11
O  1.2454  7.4795  -2.9373  -0.22
S  1.3894  6.2020  -3.5295  0.59
O  1.0853  6.0058  -4.8938  -0.21
O  2.8458  5.6260  -3.2116  -0.19
C  2.8612  4.7734  -2.0448  -0.12
C  1.4039  4.6778  -1.5796  -0.18
O  0.6084  5.0971  -2.6865  -0.19
H  3.2591  3.7879  -2.2733  0.12
H  3.5144  5.3264  -1.3723  0.13
H  1.1930  5.3388  -0.7380  0.12
H  1.1586  3.6688  -1.2747  0.10

**ΔE to the lowest compared entry with this formula, charge and spin**: 20.1 kcal/mol
**E_LUMO**: -0.0084 Eh
**Calculated total energy**: -6221.8469 hartree
**HOMO**: -10.781 eV
**Structure (SMILES)**: O=S1(=O)OCCO1.O=S1(=O)OCCO1.O=S1(=O)OCCO1.O=S1(=O)OCCO1.O=S1(=O)OCCO1.O=S1(=O)OCCO1.O=S1(=O)OCCO1.O=S1(=O)OCCO1
**HOMO-LUMO gap**: 10.55 eV


# 2
Density functional theory data (ωB97M-V/def2-TZVPD) for 4 unconnected molecules or ions with the total composition C16H32O8 in a non-equilibrium geometry.

Each line ends with the Löwdin charge.
Element x y z (Å)
C  0.9671  -0.6770  -2.6613  -0.05
C  0.7402  0.4317  -1.6284  -0.18
O  -0.3503  1.2795  -2.0423  0.00
C  -1.5507  0.6941  -1.9935  -0.61
O  -1.7777  -0.3643  -1.4793  0.14
O  -2.5115  1.4252  -2.5585  0.00
C  -2.2644  2.7417  -3.0517  -0.04
H  0.3887  -1.5793  -2.4813  0.07
H  2.0302  -0.9243  -2.6536  0.07
H  0.7155  -0.2743  -3.6416  0.09
H  1.6167  1.0703  -1.7352  0.11
H  0.6284  0.1120  -0.5974  0.11
H  -2.6050  3.4604  -2.3037  0.09
H  -2.9390  2.8775  -3.9004  0.10
H  -1.2490  2.9211  -3.3760  0.09
C  6.4814  -0.7789  2.8428  -0.07
C  5.3574  -0.3356  1.9756  -0.21
O  5.6788  -0.5666  0.5952  0.04
C  5.2279  0.2972  -0.3054  -0.61
O  4.6490  1.3310  -0.0923  0.12
O  5.5388  -0.1896  -1.5027  0.02
C  5.1239  0.5775  -2.5993  -0.06
H  6.7636  -1.8204  2.6568  0.08
H  6.1288  -0.7922  3.8796  0.08
H  7.3909  -0.1847  2.8021  0.08
H  5.1718  0.7274  2.1328  0.12
H  4.4520  -0.8984  2.2008  0.12
H  5.7493  1.4598  -2.7705  0.10
H  4.1115  0.9587  -2.4461  0.08
H  5.1475  0.0369  -3.5409  0.09
C  -6.9763  0.9969  0.6670  -0.16
C  -6.3500  1.3916  -0.6695  -0.17
C  -4.9138  1.7208  -0.2801  -0.22
O  -5.0445  2.3918  0.9595  -0.14
C  -6.2005  1.8732  1.6524  -0.19
H  -6.8896  -0.0729  0.8487  0.11
H  -8.0320  1.2669  0.6467  0.11
H  -6.7936  2.3262  -1.0322  0.11
H  -6.4392  0.7044  -1.5110  0.11
H  -4.4387  2.3799  -1.0049  0.10
H  -4.2830  0.8283  -0.1811  0.12
H  -6.7882  2.7562  1.9257  0.11
H  -5.8842  1.3990  2.5822  0.11
C  0.5332  -1.5783  2.4433  -0.16
C  1.4036  -2.7029  1.9215  -0.17
C  0.4128  -3.5522  1.1096  -0.20
O  -0.8023  -3.4775  1.8383  -0.14
C  -0.8863  -2.2167  2.4796  -0.19
H  0.6114  -0.6381  1.9111  0.10
H  0.8092  -1.4112  3.4903  0.10
H  1.8292  -3.3822  2.6599  0.11
H  2.2331  -2.3386  1.3089  0.10
H  0.6892  -4.5988  0.9962  0.12
H  0.2589  -3.1501  0.0953  0.11
H  -1.2775  -2.3544  3.4859  0.11
H  -1.5924  -1.5778  1.9323  0.11

**ΔE to the lowest compared entry with this formula, charge and spin**: 17.2 kcal/mol
**E_LUMO**: 0.0237 Eh
**Calculated total energy**: -1230.7279 hartree
**HOMO**: -9.291 eV
**Structure (SMILES)**: CCOC(=O)OC.CCOC(=O)OC.C1CCOC1.C1CCOC1
**HOMO-LUMO gap**: 9.94 eV


# 3
Density functional theory data (ωB97M-V/def2-TZVPD) for 2 unconnected molecules or ions with the total composition C16H33BrFN4O5S in a non-equilibrium geometry.

Each line ends with the Löwdin charge.
Element x y z (Å)
C  -2.8611  0.8750  -2.0423  -0.09
C  -2.2750  1.0549  -3.5787  -0.23
O  -0.8948  1.5669  -3.5347  -0.26
C  -0.8630  3.0124  -3.1832  -0.21
C  0.0944  3.3639  -1.8931  -0.18
C  1.4779  2.4473  -1.8355  -0.19
C  1.1442  0.9901  -1.0869  -0.20
C  2.5645  0.4739  -0.4579  -0.17
C  2.4412  -0.6095  0.7668  -0.20
C  2.3458  -2.1946  0.2431  -0.27
C  1.2881  -2.4035  -0.9997  -0.13
C  -0.2873  -2.1890  -0.6171  -0.26
N  -0.8252  -3.1026  0.4604  -0.04
N  2.1916  -3.1901  1.3643  -0.01
C  1.5649  -2.6189  2.6096  -0.28
N  0.9323  -3.5394  3.4570  -0.34
Br  0.8644  -5.3593  2.8861  0.68
N  1.5847  -1.1865  3.0817  0.02
C  1.2993  -0.2385  1.8991  -0.19
C  1.4938  1.2912  2.5327  -0.17
F  0.5849  2.2985  1.8963  -0.10
C  1.1065  1.3374  4.1591  -0.20
C  0.9519  2.8742  4.7155  -0.15
H  -3.3307  -0.2075  -1.8785  0.08
H  -3.6880  1.6930  -1.8495  0.09
H  -1.9951  1.0619  -1.2744  0.05
H  -2.9867  1.8065  -4.1603  0.13
H  -2.3678  0.0173  -4.1283  0.14
H  -1.9616  3.3690  -2.9626  0.13
H  -0.4565  3.5905  -4.1378  0.13
H  0.4539  4.4802  -1.9606  0.10
H  -0.5228  3.2659  -0.8763  0.12
H  1.8652  2.2399  -2.9387  0.12
H  2.3499  3.0364  -1.2985  0.10
H  0.2585  1.0774  -0.3282  0.09
H  0.7573  0.2877  -1.9669  0.11
H  3.2827  0.0837  -1.3280  0.14
H  3.1271  1.4274  -0.0154  0.11
H  3.4818  -0.5628  1.3472  0.14
H  3.4245  -2.3997  -0.2276  0.16
H  1.5958  -1.7295  -1.9238  0.11
H  1.4223  -3.5302  -1.3642  0.13
H  -0.9079  -2.4493  -1.6069  0.14
H  -0.5873  -1.0726  -0.3609  0.10
H  -1.2866  -3.9589  0.0827  0.08
H  -1.5937  -2.5550  0.9529  0.09
H  3.1834  -3.4593  1.6377  0.14
H  0.4863  -3.2723  4.3636  0.11
H  2.5188  -0.9869  3.4972  0.12
H  0.1964  -0.2929  1.5165  0.16
H  2.5966  1.6891  2.3412  0.16
H  0.0559  0.8004  4.3305  0.13
H  1.8881  0.7780  4.8287  0.10
H  -0.1111  3.3578  4.5243  0.09
H  1.7309  3.6256  4.2281  0.08
H  1.1078  2.9195  5.8964  0.08
O  -5.8665  -0.3574  -2.9342  -0.43
S  -5.9823  -1.8169  -2.7604  0.14
O  -6.1046  -2.4609  -4.0809  -0.42
O  -7.1768  -2.1223  -1.9522  -0.41
O  -4.7811  -2.3267  -2.0743  -0.43

**Total charge**: -1
**E_LUMO**: -0.0208 Eh
**Calculated total energy**: -4296.2917 hartree
**HOMO**: -2.097 eV
**HOMO-LUMO gap**: 1.53 eV


# 4
Density functional theory data (ωB97M-V/def2-TZVPD) for 2 unconnected molecules or ions with the total composition C16H33BrN2O2 in a non-equilibrium geometry.

Each line ends with the Löwdin charge.
Element x y z (Å)
C  0.8370  -2.8879  1.6377  -0.14
O  1.0029  -2.2935  0.3657  -0.24
C  2.1842  -2.7612  -0.3134  -0.20
C  3.3290  -1.7178  -0.4069  -0.16
C  2.9554  -0.4028  -1.1468  -0.19
C  1.8997  0.4853  -0.4180  -0.20
C  2.0643  0.5808  1.1361  -0.17
C  1.4118  1.9326  1.6277  -0.19
C  -0.1355  1.7745  1.8649  -0.13
C  -0.9361  1.7187  0.5300  -0.23
C  -0.4935  2.5802  -0.6746  0.00
N  -1.5032  2.5287  -1.5069  -0.48
Br  -1.3628  3.4079  -3.1563  0.87
C  -2.6889  1.7480  -1.0373  -0.11
C  -2.4947  1.8561  0.5269  -0.22
C  -3.3104  0.8275  1.3815  -0.14
C  -3.6306  -0.5121  0.6315  -0.20
C  -4.5250  -1.4222  1.5503  -0.29
N  -4.9254  -2.6943  0.9033  -0.01
H  0.9746  -3.9888  1.6301  0.09
H  -0.2272  -2.7115  1.9288  0.08
H  1.4488  -2.4001  2.4328  0.09
H  1.8655  -3.1742  -1.2911  0.13
H  2.5827  -3.6229  0.2776  0.11
H  3.8083  -1.4955  0.5749  0.11
H  4.1363  -2.1936  -1.0124  0.13
H  3.8640  0.2065  -1.3354  0.11
H  2.5426  -0.6351  -2.1543  0.12
H  1.8413  1.4826  -0.9019  0.09
H  0.9119  -0.0117  -0.5871  0.09
H  1.5246  -0.2462  1.6378  0.09
H  3.1219  0.5544  1.4740  0.12
H  1.6502  2.7010  0.8601  0.09
H  1.8560  2.2981  2.5770  0.11
H  -0.2716  0.7975  2.3756  0.12
H  -0.4619  2.5705  2.5650  0.12
H  -0.8031  0.6524  0.2050  0.15
H  0.4465  3.1251  -0.8179  0.14
H  -2.6653  0.7401  -1.4852  0.14
H  -3.5404  2.3750  -1.3633  0.13
H  -2.8008  2.8427  0.9377  0.15
H  -2.7094  0.5558  2.2756  0.12
H  -4.2589  1.2770  1.7446  0.12
H  -2.6963  -1.0634  0.3749  0.12
H  -4.2101  -0.3290  -0.2988  0.11
H  -5.4334  -0.8628  1.8624  0.11
H  -3.9772  -1.6727  2.4869  0.11
H  -4.2915  -2.8407  0.1255  0.06
H  -5.8811  -2.5778  0.5902  0.06
C  4.4049  0.5419  -4.2409  -0.55
O  4.6383  -0.7678  -4.2874  -0.39
H  4.8520  1.1067  -3.3797  0.02
H  4.7530  1.1557  -5.1083  0.03
H  3.3266  0.8622  -4.1677  0.01

**ΔE to the lowest compared entry with this formula, charge and spin**: 19.3 kcal/mol
**E_LUMO**: -0.0788 Eh
**Calculated total energy**: -3463.1514 hartree
**HOMO**: -4.328 eV
**HOMO-LUMO gap**: 2.18 eV


# 5
Density functional theory data (ωB97M-V/def2-TZVPD) for 4 unconnected molecules or ions with the total composition C16H33BrN7O6 in a non-equilibrium geometry.

Each line ends with the Löwdin charge.
Element x y z (Å)
C  -2.1059  0.7658  0.6360  0.02
C  -1.3604  -0.0459  -0.3748  -0.39
O  -0.1763  0.0699  -0.5400  0.14
N  -2.0612  -1.0161  -1.2576  0.00
N  -2.8647  -0.3333  -2.2157  0.13
C  -3.1532  -1.0643  -3.3243  -0.34
N  -4.4726  -1.4173  -3.5804  0.17
N  -2.1674  -1.4195  -4.0776  0.17
C  -2.3067  -2.1945  -5.3006  -0.14
C  -1.0145  -2.0813  -6.0671  -0.80
O  -0.0172  -1.6028  -5.6146  0.07
Br  -1.0725  -2.8103  -7.8477  0.82
C  -2.7953  -2.0450  -0.5335  -0.41
C  -2.6837  -3.4587  -1.0262  0.03
O  -3.4855  -1.7673  0.4156  0.14
H  -1.4873  1.5857  0.9495  0.10
H  -2.2653  0.1439  1.5134  0.07
H  -3.0892  1.0815  0.3149  0.09
H  -3.7151  0.0642  -1.8197  0.16
H  -4.8935  -0.9123  -4.3511  0.13
H  -4.5855  -2.4147  -3.6818  0.11
H  -1.2260  -1.1413  -3.8089  0.18
H  -3.1372  -1.8820  -5.9099  0.13
H  -2.4043  -3.2394  -5.0247  0.14
H  -3.5421  -3.6121  -1.6771  0.08
H  -1.8009  -3.6318  -1.6245  0.08
H  -2.7995  -4.1474  -0.2089  0.10
C  2.6596  0.4602  0.8334  -0.02
C  3.8033  0.9459  1.6928  -0.54
O  4.0622  2.1319  1.8127  0.03
N  4.5481  0.0097  2.3367  0.01
C  4.3964  -1.4332  2.3152  -0.08
H  2.1644  1.3169  0.3907  0.07
H  3.0281  -0.1830  0.0333  0.09
H  1.9357  -0.0873  1.4377  0.08
H  5.2928  0.4015  2.8907  0.14
H  4.2206  -1.8014  3.3273  0.08
H  5.3081  -1.8947  1.9325  0.08
H  3.5642  -1.7274  1.6856  0.07
C  -5.2293  -0.0874  4.9890  0.00
C  -4.0231  -0.5644  4.2196  -0.55
O  -3.1136  0.1878  3.8980  0.02
N  -3.9692  -1.8762  3.8755  0.01
C  -4.9335  -2.9281  4.1415  -0.07
H  -5.1207  0.9747  5.1812  0.08
H  -6.1406  -0.2486  4.4121  0.09
H  -5.3069  -0.6097  5.9428  0.09
H  -3.1349  -2.1130  3.3648  0.13
H  -4.4617  -3.7240  4.7194  0.09
H  -5.2883  -3.3494  3.1987  0.08
H  -5.7827  -2.5478  4.6972  0.07
C  6.4909  3.6532  0.4362  -0.02
C  7.4016  4.1116  -0.6760  -0.55
O  8.4437  3.5371  -0.9449  0.03
N  7.0169  5.2078  -1.3869  0.00
C  5.8233  6.0142  -1.2151  -0.08
H  6.9238  2.7783  0.9085  0.08
H  6.3800  4.4355  1.1872  0.09
H  5.5099  3.3862  0.0460  0.07
H  7.6656  5.4631  -2.1136  0.14
H  5.2341  6.0043  -2.1345  0.08
H  6.1021  7.0462  -0.9946  0.08
H  5.2124  5.6357  -0.4034  0.07

**Total charge**: +1
**E_LUMO**: -0.1673 Eh
**Calculated total energy**: -4037.9525 hartree
**HOMO**: -10.240 eV
**HOMO-LUMO gap**: 5.69 eV


# 6
Density functional theory data (ωB97M-V/def2-TZVPD) for 2 unconnected molecules or ions with the total composition C16H33Cl in a non-equilibrium geometry.

Each line ends with the Löwdin charge.
Element x y z (Å)
C  -2.7081  -2.1369  2.8280  -0.18
C  -1.8336  -2.4072  1.5891  -0.38
C  -2.4288  -2.6459  0.2230  -0.27
C  -1.2692  -2.3507  -0.8279  -0.21
C  -1.0463  -0.9489  -1.2264  -0.28
C  -2.1634  -0.2513  -2.0788  -0.26
C  -3.5050  0.0499  -1.4870  -0.22
C  -3.3372  1.0912  -0.3997  -0.24
C  -2.7227  2.4342  -0.8356  -0.14
C  -1.1027  2.5427  -0.6565  -0.23
C  -0.7462  2.3793  0.8193  -0.24
C  0.7441  2.6818  1.2437  -0.16
C  1.6165  1.4540  0.8339  -0.31
C  2.8856  1.3275  1.3915  -0.25
C  3.8462  0.0548  1.0489  -0.24
C  3.8455  -0.0099  -0.4569  -0.52
H  -3.6320  -2.9366  2.6864  0.09
H  -2.0754  -2.6392  3.8002  0.10
H  -3.1078  -0.8036  3.2324  0.17
H  -1.1735  -3.3652  1.6907  0.13
H  -1.1343  -1.4458  1.2901  0.13
H  -2.6752  -3.7547  0.0757  0.12
H  -3.4694  -2.2825  0.3680  0.09
H  -1.5553  -2.7252  -1.8693  0.13
H  -0.3619  -2.8742  -0.1809  0.16
H  -0.7987  -0.0009  -0.5582  0.08
H  -0.0911  -0.7188  -2.0450  0.17
H  -2.1698  -0.6329  -3.2780  0.17
H  -1.5852  0.7260  -2.0981  0.05
H  -4.1338  0.3731  -2.3126  0.11
H  -3.9317  -0.8257  -0.9333  0.10
H  -4.3674  1.1698  -0.0134  0.11
H  -2.7318  0.8130  0.4303  0.06
H  -2.9891  3.1040  0.2820  0.18
H  -2.9955  2.7087  -1.7544  0.05
H  -0.7401  3.4474  -1.2121  0.11
H  -0.6621  1.8282  -1.5104  0.11
H  -1.5269  2.9844  1.4687  0.13
H  -1.1166  1.3099  1.0973  0.10
H  0.8649  3.6077  0.8414  0.07
H  0.7270  2.6352  2.3708  0.13
H  1.2856  1.3525  -0.2643  0.13
H  0.9571  0.6592  1.1773  0.10
H  3.4142  2.2319  0.8589  0.15
H  2.8793  1.5596  2.4511  0.11
H  3.2931  -0.8255  1.5844  0.13
H  4.7948  0.0483  1.6637  0.12
H  2.8055  -0.1718  -0.9790  0.10
H  4.4564  0.7588  -0.9770  0.06
Cl  4.8881  -1.4649  -1.1433  0.39

**ΔE to the lowest compared entry with this formula, charge and spin**: 227.8 kcal/mol
**E_LUMO**: 0.0280 Eh
**Calculated total energy**: -1089.2751 hartree
**HOMO**: -9.749 eV
**HOMO-LUMO gap**: 10.51 eV